Below is a cluster of 12 separate species, C38H86O20S11 in total, with properties calculated with ωB97M-V/def2-TZVPD.

Geometry as XYZ:
```
155
Properties=species:S:1:pos:R:3:forces:R:3:mulliken_charge:R:1
C 0.3755 -5.0940 2.4460 0.0 0.9 0.2 -0.647
C -0.3704 -3.7469 2.6497 -1.4 0.5 -0.5 0.086
C 0.2269 -2.6567 1.7771 0.6 0.7 -1.4 2.091
S 1.9298 -3.0963 1.7031 2.0 1.0 -0.6 0.679
O 2.8703 -2.1639 2.3039 -0.9 -0.1 1.1 -0.639
O 2.3049 -3.3535 0.3500 -0.2 -0.8 -2.0 -0.354
C 1.8245 -4.6526 2.5395 0.6 0.0 -0.1 -0.965
H 0.1261 -5.4396 1.4383 0.0 -0.3 0.2 0.157
H 0.1695 -5.8640 3.2204 -0.2 0.6 -0.6 0.440
H -0.2825 -3.3249 3.6501 -0.3 -0.6 0.4 0.468
H -1.4113 -3.7774 2.2937 0.2 -0.5 0.7 -0.249
H 0.1417 -1.6082 2.0557 -0.1 -0.1 0.9 -1.036
H -0.0786 -2.5603 0.7125 -0.1 -0.9 0.5 -1.097
H 2.1002 -4.3725 3.5441 0.2 -0.4 0.6 0.427
H 2.5875 -5.2794 2.0622 -0.2 0.1 0.3 0.483
C 1.5775 0.3457 -4.7794 0.4 0.7 -0.5 -0.098
C 2.1773 -0.1706 -6.1387 -0.6 0.5 0.1 -0.878
C 1.6467 -1.5547 -6.4199 0.3 -0.2 0.6 -0.448
S 0.0559 -1.6131 -5.6748 -0.5 0.4 1.3 1.202
O -0.2796 -2.9610 -5.2900 -0.1 -0.4 -0.1 -0.697
O -0.9517 -0.8081 -6.3232 0.3 -0.1 -0.5 -0.734
C 0.6058 -0.6880 -4.2647 0.5 -1.1 2.0 2.428
H 1.1298 1.3387 -4.9098 -0.1 -0.3 -0.2 0.212
H 2.3760 0.4889 -4.0671 0.2 -0.1 0.3 -0.264
H 3.2662 -0.2125 -6.1828 -0.1 0.3 0.2 0.432
H 1.7720 0.4610 -6.9196 0.4 0.3 -0.3 0.365
H 2.1900 -2.2749 -5.8089 0.1 -0.3 -0.3 0.014
H 1.6361 -1.8024 -7.4570 0.0 -0.4 -0.7 0.565
H 1.2265 -1.3588 -3.5675 -1.2 0.6 -1.1 -0.879
H -0.2874 -0.3726 -3.6780 0.8 0.0 -0.6 -1.309
C -4.8102 -3.2417 1.8525 -0.4 0.3 -1.8 -0.927
C -4.5652 -2.0260 0.8648 -0.4 -0.5 1.6 0.167
C -4.8062 -0.7663 1.7134 -0.6 -0.8 -0.7 0.409
S -3.9725 -1.1680 3.2161 1.2 1.6 0.9 1.004
O -4.6210 -0.6154 4.3734 -0.9 -0.1 0.3 -0.863
O -2.5709 -0.7717 3.1417 0.0 -0.7 -0.6 -0.311
C -4.1238 -2.9412 3.1442 0.2 -0.2 1.0 -0.279
H -4.4669 -4.1568 1.3581 0.0 0.0 0.4 0.447
H -5.8748 -3.3346 2.0563 -0.2 0.0 -0.3 0.436
H -5.1530 -2.0639 -0.0466 -0.1 0.0 0.0 0.542
H -3.5101 -1.9570 0.6187 0.3 -0.4 -0.4 -0.487
H -5.8343 -0.5304 1.9758 -0.2 -0.4 0.0 0.484
H -4.4222 0.0612 1.1595 0.7 0.9 0.3 -0.659
H -4.6503 -3.2935 4.0614 0.4 0.3 -0.7 0.489
H -3.0961 -3.2769 3.1556 0.2 -0.2 0.1 -0.348
C 4.8395 -5.1568 -2.2456 0.2 0.1 1.1 -0.629
C 3.4802 -5.3063 -2.9621 0.0 -1.2 -1.1 -1.089
C 2.8264 -3.9651 -3.1791 -0.6 0.4 -0.4 1.024
S 4.2645 -2.8937 -3.3568 -0.7 1.3 1.9 0.979
O 3.8505 -1.5204 -3.0911 0.3 -0.7 -0.1 -0.546
O 5.0148 -3.1484 -4.5347 0.3 -0.5 -1.6 -0.724
C 5.1768 -3.6855 -2.0060 -1.0 0.2 -1.3 -0.560
H 5.6641 -5.5448 -2.8203 0.0 -0.5 -0.3 0.294
H 4.8346 -5.6509 -1.2594 0.0 0.0 -0.5 0.378
H 2.8599 -6.0304 -2.4771 -0.6 0.0 0.9 0.480
H 3.5487 -5.8277 -3.9379 0.6 0.6 0.2 0.361
H 2.1377 -3.6025 -2.3842 1.0 0.0 -0.1 -0.996
H 2.2252 -3.9123 -4.1008 0.4 0.0 0.1 0.300
H 4.7444 -3.2293 -1.1536 -0.4 0.1 1.2 0.041
H 6.2268 -3.4762 -2.0672 0.4 0.3 -0.2 0.604
C 0.9184 4.4862 -1.2377 0.1 0.2 -0.2 0.209
C 1.9426 4.4255 -2.4268 -2.1 0.3 0.3 -0.264
C 2.3696 5.8884 -2.6088 0.8 0.0 -1.2 -0.886
S 0.8402 6.8573 -2.5329 -0.2 -0.1 0.6 1.143
O 0.2351 6.9031 -3.8278 -0.1 -0.4 -0.9 -0.652
O 0.9574 8.1197 -1.8529 0.5 -0.2 0.4 -0.668
C -0.0321 5.6481 -1.5249 -0.3 -0.6 -0.4 -0.735
H 1.5066 4.6342 -0.3538 0.4 0.6 0.6 0.143
H 0.3163 3.6333 -0.9070 0.2 -0.4 -0.9 -0.268
H 1.4819 3.9972 -3.3360 0.1 0.5 0.3 0.222
H 2.7323 3.7775 -2.1665 1.1 -0.5 0.3 0.227
H 2.7756 6.0430 -3.6524 -0.2 0.1 1.3 0.463
H 3.0733 6.2230 -1.8127 -0.5 -0.1 -0.6 0.367
H -0.8753 5.2606 -2.1163 0.2 0.4 0.0 0.299
H -0.4143 6.1443 -0.6566 -0.1 0.3 0.5 0.430
C -3.0489 1.5745 -2.6271 0.4 -1.0 -0.8 -1.068
C -2.8057 0.4723 -3.7078 -0.5 1.3 -0.2 0.788
C -4.2075 0.0584 -4.1874 0.2 0.8 -0.1 -0.940
S -5.2307 0.2818 -2.7677 -1.0 -3.4 2.2 1.385
O -5.7003 -0.9939 -2.1868 1.0 0.9 -0.7 -0.698
O -6.2638 1.1934 -3.0695 -1.3 1.9 -0.7 -0.789
C -4.0601 0.9968 -1.6590 -0.1 0.8 -0.5 0.554
H -3.3884 2.4697 -3.0996 -0.8 0.6 -0.4 0.643
H -2.1401 1.8814 -2.1767 1.0 -0.1 0.7 -0.074
H -2.2618 -0.3136 -3.2430 0.2 -1.0 0.4 -0.885
H -2.2013 0.8415 -4.5403 -0.1 -0.1 0.1 0.597
H -4.3405 -0.9576 -4.5641 0.1 0.3 -0.2 0.427
H -4.6471 0.8649 -4.8155 0.5 -0.9 -0.2 0.389
H -3.6724 0.1681 -1.0729 0.2 0.2 0.3 -0.644
H -4.5822 1.7887 -1.1093 0.2 -0.6 0.2 0.426
C 2.9826 1.3307 -1.0299 0.0 0.9 0.4 -0.677
C 2.6828 -0.0745 -0.6071 -0.6 -0.5 0.7 0.501
O 1.4028 -0.6069 -1.1863 0.2 0.4 0.3 1.369
C 0.1899 -0.2052 -0.7242 0.8 -0.7 -0.7 -0.770
O -0.8512 -0.6856 -1.1456 1.0 0.3 0.3 -0.234
O 0.2996 0.7227 0.1991 -0.1 -0.1 0.8 1.041
C -0.9433 1.0956 0.8350 -0.5 0.7 -1.2 -0.722
H 2.3019 2.0312 -0.4991 0.5 -0.2 -0.6 0.021
H 2.9129 1.4122 -2.1105 -0.4 0.1 -0.2 -0.017
H 4.0413 1.6232 -0.8546 -0.6 -0.4 0.4 0.588
H 2.6612 -0.2397 0.4734 -0.4 0.4 -0.1 -0.646
H 3.4841 -0.7147 -0.9206 -0.2 -0.6 -0.7 -0.099
H -0.7469 1.9726 1.4132 0.4 0.4 0.5 0.270
H -1.3685 0.3233 1.4629 0.0 -0.3 -0.1 0.056
H -1.6277 1.4103 0.0346 0.0 -0.4 0.5 -0.085
C 2.3689 4.5550 4.5657 0.5 -0.1 0.3 -0.361
S 1.6447 4.8273 2.9862 0.5 -0.6 -2.5 0.389
O 1.3697 3.4873 2.2688 0.2 1.2 1.2 -0.617
C 0.0831 5.4148 3.5207 -0.4 0.7 0.1 -0.688
H 1.5657 4.1713 5.1862 0.4 -0.4 0.5 0.027
H 2.7915 5.4993 4.9618 -0.3 -0.4 -0.3 0.426
H 3.1969 3.8433 4.3945 -0.4 0.3 0.4 0.126
H -0.5657 5.4998 2.6029 0.5 0.1 1.3 0.166
H 0.2914 6.3544 4.0746 -0.4 -0.2 -0.7 0.500
H -0.2534 4.7298 4.2865 -0.6 -0.5 -0.1 0.050
C -3.3490 -3.9486 -2.2240 1.0 -0.4 -0.3 -1.356
S -2.0042 -3.8816 -1.0293 0.0 0.2 0.7 1.117
O -2.1405 -5.0703 -0.1269 -0.3 0.0 0.2 -0.804
C -0.6349 -4.2672 -2.0845 0.3 0.4 -1.3 -0.684
H -4.2815 -3.7890 -1.7372 -0.7 -0.1 0.7 0.393
H -3.2843 -4.9452 -2.6673 -0.2 0.2 -0.3 0.494
H -3.2575 -3.1183 -2.9173 0.3 -0.1 -0.4 0.251
H -0.7686 -5.2241 -2.6112 0.0 0.2 0.4 0.667
H 0.3063 -4.2402 -1.5240 -0.4 -0.1 0.2 -0.106
H -0.5738 -3.4783 -2.8509 0.0 -0.2 0.1 -0.106
C -4.5720 4.6804 2.0927 0.8 -0.1 -0.3 -1.111
S -4.4353 2.8889 2.1144 -0.9 -0.5 -0.1 0.407
O -3.4458 2.3686 1.1143 0.0 0.7 0.5 -0.570
C -3.7926 2.8245 3.7561 -0.2 -0.8 1.0 -0.588
H -5.0013 4.9708 3.0500 -0.6 0.0 -0.3 0.467
H -5.1706 4.8665 1.2026 0.0 0.6 0.3 0.405
H -3.5895 5.1784 2.0786 -0.2 -0.3 -0.4 0.191
H -3.4711 1.7962 3.9869 0.2 0.5 -0.2 -0.129
H -4.6068 3.0433 4.4657 0.0 -0.1 -0.4 0.528
H -3.0493 3.5865 3.8984 0.8 0.0 0.1 0.226
C -0.9899 0.7796 6.7660 -0.8 -1.5 -0.1 -1.180
S -0.4434 1.7168 5.3719 -1.5 0.8 -0.2 0.813
O 0.3915 2.7253 6.0707 0.9 0.5 -0.2 -0.819
C 0.5512 0.5583 4.4659 1.3 -0.4 0.2 0.385
H -0.1533 0.3819 7.3271 0.5 0.0 -0.1 0.390
H -1.6112 -0.0845 6.4136 0.2 0.8 0.5 0.287
H -1.4999 1.4741 7.4517 -0.1 -0.3 -0.6 0.367
H 1.2049 1.1184 3.7714 -0.5 0.1 0.4 -0.641
H -0.0327 -0.1548 3.8585 -0.1 0.3 0.6 -0.317
H 1.2086 0.0945 5.2245 -0.2 -0.2 -0.6 0.598
C 5.7316 -0.0656 3.8278 -0.9 -0.5 -0.1 -0.957
S 4.3831 1.0225 4.3905 0.3 -0.5 -0.3 0.693
O 5.0803 2.2789 4.7303 0.4 0.9 0.7 -0.730
C 3.6855 1.3803 2.8091 -1.8 -0.7 0.1 0.417
H 6.4471 0.5629 3.2944 -0.2 -0.2 -0.2 0.326
H 5.3410 -0.9545 3.2978 0.1 0.7 -0.2 0.199
H 6.1835 -0.4674 4.7131 0.4 0.0 0.6 0.403
H 2.9959 2.2406 2.8634 0.0 -0.6 0.4 -0.942
H 3.1193 0.4657 2.4895 0.7 0.8 -0.2 -0.373
H 4.4664 1.7452 2.1933 0.9 -0.2 -1.0 0.856
```
Forces are in eV/Å.

Values from the calculation:
- lowest unoccupied orbital energy (eV) = 0.0738
- ΔE to the lowest compared entry with this formula, charge and spin (kcal/mol) = 0.0
- net charge = 0
- highest occupied orbital energy (eV) = -8.83
- E_tot (a.u.) = -7384.110603
- orbital gap (eV) = 8.90

=====

Below is a cluster of 5 separate species, C38H87N5O6S in total, with properties calculated with ωB97M-V/def2-TZVPD.

Geometry as XYZ:
```
137
Properties=species:S:1:pos:R:3:forces:R:3:mulliken_charge:R:1
C -1.6050 0.7758 0.6746 0.1 0.0 -0.1 -0.829
C -1.0529 0.5716 2.0944 -0.2 0.5 0.5 -1.003
N -0.9072 -0.8404 2.4895 -0.2 -0.2 -0.8 0.202
C 0.1467 -1.5145 1.7307 0.1 0.0 -0.3 0.079
C 1.5294 -0.9065 1.9745 0.0 0.0 0.6 -1.015
O 2.0969 -0.3647 0.7702 -0.2 -0.2 0.0 -0.218
S 3.6428 -0.7843 0.4343 0.3 -0.2 -0.5 0.630
O 3.7863 -2.1998 0.7332 -0.1 0.1 0.1 -0.582
O 3.5248 -0.6338 -1.1604 -0.1 0.2 0.3 -0.379
C 2.9929 -1.6995 -1.9790 0.0 -0.1 -0.5 -0.938
C 1.5347 -2.0503 -1.7508 0.2 -0.1 0.2 0.257
C 0.9115 -2.7251 -2.9737 -0.3 0.1 0.0 -1.243
C 0.7904 -1.8582 -4.2509 0.0 -0.2 0.2 -0.864
C 0.4990 -0.3728 -4.0210 -0.1 0.1 0.0 0.026
C -0.2369 0.2368 -5.2169 -0.4 0.0 0.1 -0.634
O 0.0892 1.6213 -5.4410 0.5 0.0 0.3 -0.401
C -0.1473 2.4696 -4.4155 -1.2 -0.4 0.7 0.995
C 0.7368 3.6755 -4.4806 -0.1 0.1 -0.1 -1.325
O -0.9816 2.2501 -3.5505 1.1 0.2 -0.9 -0.479
C -2.1618 -1.4760 2.5305 -0.9 0.7 1.2 0.911
C -2.3571 -2.7502 1.7548 -0.2 -0.6 0.2 -1.025
O -3.0901 -0.9784 3.1690 1.1 -0.5 -1.0 -0.663
H -2.5419 1.3300 0.6899 0.0 0.0 0.0 0.151
H -1.7839 -0.1726 0.1636 -0.1 0.0 0.1 0.251
H -0.8951 1.3196 0.0549 0.0 0.1 -0.1 0.340
H -0.0950 1.0798 2.1923 0.0 -0.2 0.0 0.381
H -1.7121 1.0380 2.8261 0.0 -0.1 -0.1 0.585
H 0.1871 -2.5681 2.0006 -0.1 0.1 0.1 -0.096
H -0.0519 -1.4743 0.6559 0.0 0.0 -0.1 0.094
H 2.1862 -1.6703 2.3894 0.1 0.0 -0.1 0.392
H 1.4679 -0.1055 2.7123 0.0 0.0 -0.1 0.448
H 3.6363 -2.5800 -1.9072 0.0 0.1 0.2 0.329
H 3.1072 -1.3126 -2.9937 0.1 0.1 0.1 0.412
H 0.9934 -1.1502 -1.4776 -0.1 0.2 -0.1 0.131
H 1.4540 -2.7204 -0.8898 0.0 0.0 0.0 0.595
H 1.4615 -3.6453 -3.1940 0.0 0.1 -0.1 0.344
H -0.0946 -3.0494 -2.6873 0.1 0.0 0.0 0.306
H 1.6848 -1.9777 -4.8668 0.0 0.1 0.0 0.322
H -0.0398 -2.2609 -4.8410 0.1 -0.1 0.0 0.406
H 1.4165 0.2002 -3.8535 0.0 -0.1 0.1 0.321
H -0.1292 -0.2375 -3.1386 0.1 0.0 0.0 0.231
H -1.3148 0.1541 -5.0601 0.1 -0.1 -0.1 0.119
H 0.0228 -0.2665 -6.1464 0.1 0.1 0.0 0.451
H 0.3090 4.4728 -3.8772 0.1 0.0 0.0 0.345
H 1.7169 3.3980 -4.0871 0.0 0.0 0.0 0.320
H 0.8730 3.9968 -5.5127 0.0 0.0 0.0 0.345
H -1.5844 -3.4958 1.9400 0.0 0.0 0.0 0.212
H -2.3839 -2.5576 0.6798 0.2 0.1 0.0 0.275
H -3.3136 -3.1888 2.0348 0.0 0.1 0.0 0.365
C -4.0580 1.5807 -4.7597 -0.1 0.0 0.1 -0.398
C -5.0624 1.7829 -5.8813 0.1 -0.1 0.0 -0.491
N -4.6428 2.8085 -6.8199 0.0 0.0 0.0 0.121
C -5.6866 3.2138 -7.7420 -0.1 0.1 0.0 -0.710
C -6.2126 2.1786 -8.7449 0.0 0.0 0.0 -0.980
C -3.3178 2.6286 -7.3869 0.2 0.0 0.0 -0.458
C -3.0255 1.3265 -8.1454 0.0 0.0 0.0 -1.055
H -3.8406 2.5225 -4.2558 0.0 0.0 0.0 0.279
H -4.4534 0.8823 -4.0204 0.0 0.0 0.0 0.496
H -3.1179 1.1684 -5.1243 0.0 0.0 0.0 -0.660
H -6.0164 2.1042 -5.4545 0.0 0.0 0.0 0.505
H -5.2539 0.8101 -6.3643 0.0 0.0 0.0 0.248
H -5.3304 4.0910 -8.2890 0.0 0.0 0.0 0.358
H -6.5289 3.5645 -7.1378 0.0 0.0 0.0 0.428
H -5.5046 1.9916 -9.5515 0.0 0.0 0.0 0.227
H -7.1326 2.5474 -9.2021 0.0 0.0 0.0 0.397
H -6.4444 1.2277 -8.2643 0.0 0.0 0.0 0.277
H -2.5910 2.7160 -6.5751 0.0 0.0 0.0 0.092
H -3.1210 3.4826 -8.0398 0.0 0.0 0.0 0.395
H -3.3949 0.4526 -7.6064 0.0 0.0 0.0 0.231
H -1.9461 1.2074 -8.2618 0.0 0.0 0.0 0.373
H -3.4622 1.3188 -9.1430 -0.1 0.0 0.0 0.330
C -4.0008 8.2168 1.6835 0.0 0.0 0.0 -1.423
C -3.7807 7.0739 0.7042 -0.1 0.0 0.0 -0.337
N -3.2838 5.8682 1.3405 0.0 0.0 0.0 0.133
C -2.7994 4.8758 0.3999 0.1 -0.1 -0.2 -0.719
C -3.8038 4.2373 -0.5684 0.1 -0.1 0.0 -0.882
C -4.0859 5.3638 2.4418 -0.1 0.0 0.1 -0.657
C -5.5561 5.0199 2.1657 0.0 0.0 0.0 -0.955
H -3.0940 8.4135 2.2566 0.0 0.0 0.0 0.334
H -4.2657 9.1228 1.1375 0.0 0.0 0.0 0.436
H -4.8117 8.0101 2.3823 0.0 0.0 0.0 0.294
H -3.0300 7.3815 -0.0289 0.0 0.0 0.0 0.435
H -4.7128 6.9088 0.1393 0.0 0.0 0.0 0.258
H -2.3009 4.0845 0.9673 0.0 0.0 0.1 0.264
H -2.0096 5.3494 -0.1929 0.0 0.1 0.0 0.397
H -4.4519 3.5172 -0.0695 -0.1 0.0 0.0 0.180
H -3.2658 3.6939 -1.3486 0.0 0.0 0.0 0.281
H -4.4305 4.9830 -1.0589 0.0 0.0 0.0 0.403
H -4.0539 6.1028 3.2457 0.0 0.0 0.0 0.377
H -3.5764 4.4844 2.8431 0.0 0.0 0.0 0.295
H -6.0517 5.7971 1.5821 0.0 0.0 0.0 0.248
H -6.0937 4.9283 3.1113 0.0 0.0 0.0 0.377
H -5.6693 4.0749 1.6371 0.0 0.0 -0.1 0.269
C -0.4632 -7.1035 7.3670 0.0 0.0 0.0 -1.450
C 0.5797 -6.6031 6.3796 0.0 0.0 0.1 -0.309
N 0.1110 -6.6122 5.0059 0.0 0.0 0.0 0.205
C 1.1673 -6.4145 4.0303 0.1 -0.1 -0.1 -1.012
C 1.9044 -5.0677 4.0115 0.0 0.0 -0.1 -0.213
C -1.1217 -5.8844 4.7596 -0.1 0.1 0.0 -0.860
C -1.1568 -4.3953 5.1263 -0.1 0.0 -0.1 -0.511
H -0.8269 -8.0898 7.0768 0.0 0.0 0.0 0.335
H -0.0215 -7.1789 8.3610 0.0 0.0 0.0 0.437
H -1.3170 -6.4296 7.4417 0.0 0.0 0.0 0.292
H 1.4499 -7.2633 6.4251 0.0 0.0 0.0 0.457
H 0.9287 -5.6103 6.7074 0.0 0.0 0.0 0.246
H 0.7465 -6.6026 3.0385 0.0 0.0 0.0 0.360
H 1.9055 -7.2057 4.1920 0.0 0.0 0.1 0.401
H 1.2940 -4.2715 3.5845 0.0 0.0 0.0 -0.387
H 2.8027 -5.1497 3.3966 0.0 0.0 0.0 0.444
H 2.2170 -4.7595 5.0096 0.0 0.0 0.0 0.305
H -1.9298 -6.3882 5.2946 0.0 0.0 0.1 0.343
H -1.3659 -6.0056 3.7006 0.0 0.0 0.0 0.363
H -0.7311 -4.2031 6.1115 0.0 0.0 0.0 0.344
H -2.1892 -4.0409 5.1450 0.0 0.0 0.0 0.384
H -0.6204 -3.7849 4.3995 0.1 0.0 0.1 -0.130
C 5.5874 -1.5773 4.0953 0.0 0.0 0.0 -1.395
C 6.6153 -1.3867 2.9908 0.0 -0.1 0.1 -0.024
N 7.3523 -0.1415 3.1021 0.0 0.0 0.0 0.143
C 8.1100 0.1866 1.9091 0.0 0.1 -0.1 -0.616
C 9.2619 -0.7408 1.5006 0.0 0.1 0.0 -1.013
C 8.0262 0.0762 4.3698 0.0 0.0 0.1 -0.700
C 9.0522 -0.9689 4.8304 0.0 0.1 0.0 -0.961
H 4.9134 -0.7202 4.1468 0.0 0.0 0.0 0.289
H 4.9950 -2.4698 3.8893 0.0 0.0 0.0 0.358
H 6.0487 -1.7099 5.0745 0.0 0.0 0.0 0.389
H 6.0858 -1.3707 2.0365 0.1 0.0 -0.1 0.189
H 7.2707 -2.2724 2.9617 0.0 0.0 0.0 0.182
H 8.4938 1.2039 2.0235 0.0 0.0 0.0 0.404
H 7.3965 0.2315 1.0801 0.0 0.0 0.0 0.258
H 10.1329 -0.6224 2.1439 0.0 0.0 0.0 0.239
H 9.5777 -0.5037 0.4829 0.0 0.0 0.0 0.412
H 8.9644 -1.7896 1.5148 0.0 0.0 0.0 0.271
H 7.2614 0.1665 5.1447 0.0 0.0 0.0 0.381
H 8.5030 1.0583 4.3242 0.0 0.0 0.0 0.368
H 8.6811 -1.9862 4.6994 0.0 0.0 0.0 0.258
H 9.2620 -0.8323 5.8929 0.0 0.0 0.0 0.369
H 9.9993 -0.8827 4.3001 0.0 0.0 0.0 0.270
```
Forces are in eV/Å.

Values from the calculation:
- lowest unoccupied orbital energy (eV) = 0.4691
- net charge = 0
- highest occupied orbital energy (eV) = -7.98
- E_tot (a.u.) = -2623.398989
- orbital gap (eV) = 8.45